Entry 1:
{
  "formula": "C4H7N2O",
  "method": "ωB97M-V/def2-TZVPD",
  "elements": ["C", "C", "C", "C", "N", "N", "O", "H", "H", "H", "H", "H", "H", "H"],
  "positions_angstrom": [[-1.476, 0.673, 0.492], [0.707, 1.368, 0.647], [0.300, -0.789, -0.222], [1.606, -1.345, -0.144], [-0.158, 0.307, 0.265], [-2.513, 0.582, -0.289], [1.891, 1.415, 0.397], [0.318, 2.277, 1.076], [-0.432, -1.519, -0.545], [2.135, -0.885, 0.713], [2.070, -1.054, -1.050], [1.615, -2.447, -0.150], [-3.393, 1.001, 0.087], [-2.670, 0.417, -1.277]],
  "atomic_forces_ev_per_a": [[-2.6676, 0.6259, 1.4040], [3.8672, 2.3304, -0.0091], [-1.5238, -2.4208, 0.0361], [1.1705, -0.2302, 1.6579], [-0.2249, 0.6245, -1.7344], [-0.1394, 0.8932, 0.5300], [-1.6105, -1.2702, -0.0194], [-1.4059, -0.1983, 0.4619], [-0.5786, 0.4115, -0.3402], [0.2140, -0.5338, -0.6842], [1.1354, 0.4987, -1.0987], [-0.2503, 0.5042, 0.2143], [1.1296, -0.6237, 0.0739], [0.8843, -0.6114, -0.4922]],
  "nbo_charge": [0.29, 0.52, 0.33, -0.71, -0.44, -0.69, -0.44, 0.20, 0.23, 0.28, 0.30, 0.27, 0.44, 0.41],
  "total_charge": 1,
  "energy_ev": -9278.6756,
  "de_lowest_kcal_mol": 94.88,
  "max_force_ev_per_a": 4.52,
  "spin_multiplicity": 1,
  "e_lumo_ev": [-5.837, -5.838],
  "gap_ev": [7.86, 7.85]
}

***

Entry 2:
{
  "formula": "C4H11N2O2",
  "method": "ωB97M-V/def2-TZVPD",
  "elements": ["C", "C", "C", "C", "N", "N", "O", "O", "H", "H", "H", "H", "H", "H", "H", "H", "H", "H", "H"],
  "positions_angstrom": [[0.740, -1.098, 0.890], [1.309, 0.555, -0.734], [-0.427, -0.497, 0.089], [-2.104, 1.196, 0.116], [-1.117, -1.286, -0.771], [1.943, -0.541, 0.227], [1.389, 1.775, -0.159], [-1.024, 0.507, 0.744], [0.672, -0.748, 1.921], [0.727, -2.188, 0.882], [1.794, 0.535, -1.700], [-1.840, 1.480, -0.905], [-2.258, 2.093, 0.717], [-3.017, 0.597, 0.132], [-0.641, -2.034, -1.244], [-1.910, -0.901, -1.261], [2.618, -0.106, 0.871], [2.451, -1.238, -0.323], [0.694, 1.899, 0.508]],
  "atomic_forces_ev_per_a": [[-0.5321, -0.0626, 0.1608], [-2.3823, -1.1112, 1.0829], [2.4044, 1.3640, -1.4041], [-0.3408, 0.3122, -0.0880], [-0.5469, 0.0425, 0.5052], [0.5245, 0.2893, -0.2661], [0.3776, 0.2567, 0.2347], [0.1890, -0.5463, 0.1719], [0.0796, -0.0725, -0.0758], [0.1099, 0.0456, 0.0043], [0.2493, -0.0656, -0.0487], [0.0480, -0.0220, 0.0325], [-0.0390, -0.1346, -0.1308], [0.0691, -0.0339, 0.0026], [0.0417, 0.0199, 0.0184], [0.0762, -0.0234, -0.0397], [-0.1858, -0.1831, -0.1024], [-0.0901, 0.0476, 0.1623], [-0.0525, -0.1225, -0.2201]],
  "nbo_charge": [-0.29, 0.05, 0.57, -0.28, -0.80, -0.56, -0.69, -0.50, 0.26, 0.24, 0.18, 0.20, 0.23, 0.20, 0.41, 0.42, 0.44, 0.43, 0.49],
  "total_charge": 1,
  "energy_ev": -11392.6607,
  "de_lowest_kcal_mol": 79.85,
  "max_force_ev_per_a": 3.10,
  "spin_multiplicity": 1,
  "e_lumo_ev": -3.099,
  "gap_ev": 8.94
}

***

Entry 3:
{
  "formula": "C5H7FOS",
  "method": "ωB97M-V/def2-TZVPD",
  "elements": ["C", "C", "C", "C", "F", "O", "C", "S", "H", "H", "H", "H", "H", "H", "H"],
  "positions_angstrom": [[0.943, 1.303, -0.831], [0.041, 0.642, 0.229], [0.672, -0.590, 0.856], [0.924, -1.673, 0.105], [0.479, -1.784, -1.148], [-1.188, 0.311, -0.529], [-2.171, -0.048, 0.276], [-3.594, -0.554, -0.337], [0.573, 2.183, -1.339], [1.018, 0.522, -1.531], [1.907, 1.573, -0.482], [-0.211, 1.338, 0.992], [0.959, -0.606, 1.937], [1.534, -2.524, 0.472], [-1.885, -0.092, 1.328]],
  "atomic_forces_ev_per_a": [[-0.7515, -0.2691, 0.6417], [0.3004, 0.2090, -1.0304], [0.2097, -0.4833, -0.4210], [0.3991, 0.1980, 1.5330], [0.3511, -0.0938, 0.0075], [0.8807, 0.4935, 1.1268], [-0.8851, -0.9820, -0.9494], [0.3979, 0.3315, 0.6272], [-0.7393, 0.1078, 0.1939], [0.5639, -0.7301, -1.3639], [0.9094, -0.0793, 0.6540], [-0.4366, 0.6103, 0.7001], [-0.1147, 0.1170, -1.2781], [-0.7639, 0.4239, -0.4923], [-0.3213, 0.1466, 0.0509]],
  "nbo_charge": [-0.62, 0.06, -0.36, 0.27, -0.32, -0.48, 0.05, -0.06, 0.23, 0.22, 0.22, 0.19, 0.24, 0.18, 0.17],
  "smiles": "C[C@H](/C=C\\F)OC=S",
  "energy_ev": -20896.8192,
  "de_lowest_kcal_mol": 29.02,
  "max_force_ev_per_a": 1.65,
  "spin_multiplicity": 1,
  "e_lumo_ev": 0.501,
  "gap_ev": 9.14
}

***

Entry 4:
{
  "formula": "C19H25I2NO4",
  "method": "ωB97M-V/def2-TZVPD",
  "elements": ["C", "C", "I", "C", "I", "C", "C", "C", "C", "C", "C", "C", "O", "N", "C", "O", "H", "H", "H", "H", "H", "H", "H", "H", "H", "C", "C", "C", "O", "C", "H", "H", "H", "H", "H", "H", "H", "H", "C", "C", "C", "O", "C", "H", "H", "H", "H", "H", "H", "H", "H"],
  "positions_angstrom": [[3.252, -2.302, 0.339], [1.750, -2.547, 0.200], [1.109, -3.586, 1.969], [0.954, -1.255, 0.066], [1.543, -0.198, -1.710], [-0.549, -1.366, 0.044], [-1.306, -0.263, 0.483], [-2.688, -0.283, 0.502], [-3.305, -1.450, 0.078], [-2.574, -2.543, -0.358], [-1.193, -2.515, -0.401], [-3.527, -3.624, -0.716], [-3.308, -4.610, -1.357], [-4.854, -3.239, -0.233], [-4.748, -1.789, -0.015], [-5.689, -1.055, -0.020], [3.755, -3.258, 0.482], [3.651, -1.783, -0.526], [3.431, -1.720, 1.245], [1.566, -3.192, -0.660], [1.224, -0.622, 0.913], [-0.784, 0.623, 0.829], [-3.281, 0.561, 0.827], [-0.634, -3.368, -0.761], [-4.940, -3.644, 0.700], [7.904, 0.475, -0.100], [7.397, 0.738, -1.517], [6.184, -0.180, -1.584], [5.661, -0.247, -0.256], [6.597, 0.315, 0.666], [8.528, 1.273, 0.299], [8.477, -0.454, -0.071], [7.090, 1.781, -1.619], [8.130, 0.522, -2.292], [6.467, -1.188, -1.905], [5.403, 0.188, -2.251], [6.218, 1.283, 1.010], [6.684, -0.348, 1.528], [-6.302, 3.793, 0.843], [-5.511, 3.963, -0.453], [-4.105, 3.585, -0.008], [-4.263, 2.615, 1.030], [-5.632, 2.569, 1.452], [-7.370, 3.650, 0.688], [-6.162, 4.664, 1.487], [-5.871, 3.261, -1.207], [-5.562, 4.968, -0.870], [-3.568, 4.450, 0.396], [-3.506, 3.149, -0.809], [-6.082, 1.642, 1.081], [-5.663, 2.560, 2.541]],
  "atomic_forces_ev_per_a": [[-0.4193, -0.3411, 0.4461], [0.3753, 0.3721, -0.5195], [-0.0861, -0.1035, 0.0306], [-0.2486, -0.2942, 0.6977], [0.0754, 0.1205, -0.1622], [-0.2004, 0.2021, -0.0443], [0.2199, -0.2232, 0.0608], [-0.2218, -0.0763, -0.1716], [0.1209, -0.0736, -0.0610], [-0.0751, 0.3520, 0.0763], [0.0879, 0.0148, -0.1746], [-0.2107, -0.1428, -0.1595], [0.0170, -0.1115, 0.3260], [0.8834, 0.6271, 0.0661], [-0.0216, -0.3986, -0.2187], [-0.1071, 0.1105, 0.3816], [0.0973, 0.0437, -0.1684], [0.0889, 0.0201, 0.0192], [0.1339, 0.1851, -0.1518], [-0.1442, -0.1710, 0.1906], [0.1206, 0.2006, -0.2223], [0.0178, -0.0087, -0.0306], [0.0879, 0.1318, 0.0196], [-0.0565, -0.0498, 0.0035], [-0.5668, -0.3389, -0.2336], [0.0113, -0.0446, -0.0195], [-0.0146, 0.0447, 0.0215], [0.0171, -0.0209, -0.0046], [0.0096, 0.0034, 0.0097], [-0.0043, 0.0457, -0.0178], [-0.0042, 0.0149, -0.0084], [-0.0044, -0.0018, 0.0056], [-0.0066, -0.0030, -0.0029], [0.0113, -0.0132, 0.0068], [0.0127, 0.0109, -0.0198], [-0.0234, -0.0076, 0.0174], [0.0222, 0.0041, 0.0110], [-0.0215, -0.0142, -0.0030], [0.0396, 0.0488, 0.0213], [-0.0327, -0.0462, -0.0245], [-0.0081, 0.0199, 0.0132], [0.0535, -0.0138, 0.0437], [-0.0639, -0.0730, -0.0500], [-0.0023, -0.0102, -0.0191], [0.0004, -0.0047, 0.0033], [0.0093, -0.0046, 0.0007], [-0.0030, 0.0121, 0.0160], [-0.0091, 0.0131, -0.0207], [0.0134, -0.0206, 0.0133], [-0.0066, 0.0075, 0.0027], [0.0363, 0.0062, 0.0042]],
  "nbo_charge": [-0.64, -0.32, 0.09, -0.36, 0.11, -0.05, -0.12, -0.19, -0.16, -0.07, -0.20, 0.66, -0.50, -0.69, 0.69, -0.50, 0.22, 0.24, 0.21, 0.22, 0.23, 0.21, 0.27, 0.23, 0.40, -0.43, -0.43, -0.07, -0.55, -0.07, 0.22, 0.20, 0.20, 0.22, 0.16, 0.19, 0.17, 0.18, -0.43, -0.43, -0.07, -0.55, -0.07, 0.22, 0.20, 0.21, 0.22, 0.16, 0.18, 0.18, 0.18],
  "smiles": "C[C@@H](I)[C@@H](I)c1ccc2c(c1)C(=O)NC2=O.C1CCOC1.C1CCOC1",
  "energy_ev": -45989.5455,
  "max_force_ev_per_a": 1.09,
  "spin_multiplicity": 1,
  "e_lumo_ev": -0.406,
  "gap_ev": 8.77
}

***

Entry 5:
{
  "formula": "C33H30BrN2O6P2Tl",
  "method": "ωB97M-V/def2-TZVPD",
  "elements": ["Tl", "O", "P", "C", "P", "O", "C", "C", "C", "C", "C", "C", "C", "C", "C", "C", "C", "C", "C", "C", "C", "C", "C", "C", "C", "C", "C", "C", "C", "C", "H", "H", "H", "H", "H", "H", "H", "H", "H", "H", "H", "H", "H", "H", "H", "H", "H", "H", "H", "H", "H", "H", "Br", "C", "C", "N", "C", "C", "C", "C", "O", "O", "H", "H", "H", "N", "C", "C", "O", "O", "H", "H", "H", "H", "H"],
  "positions_angstrom": [[-1.650, 1.631, -0.477], [-1.002, -0.844, 0.090], [0.036, -1.798, -0.365], [1.697, -1.338, 0.271], [2.136, 0.277, -0.518], [0.967, 1.175, -0.656], [2.910, -0.108, -2.107], [2.382, 0.454, -3.263], [2.963, 0.177, -4.486], [4.080, -0.643, -4.552], [4.618, -1.190, -3.396], [4.041, -0.917, -2.170], [3.434, 1.001, 0.540], [4.075, 0.325, 1.568], [5.014, 0.991, 2.340], [5.324, 2.314, 2.073], [4.698, 2.980, 1.031], [3.754, 2.324, 0.263], [0.174, -1.905, -2.167], [1.096, -2.758, -2.765], [1.161, -2.843, -4.143], [0.297, -2.090, -4.925], [-0.629, -1.246, -4.330], [-0.697, -1.159, -2.951], [-0.340, -3.478, 0.227], [0.489, -4.242, 1.031], [0.042, -5.468, 1.498], [-1.219, -5.927, 1.155], [-2.043, -5.165, 0.341], [-1.603, -3.941, -0.125], [2.451, -2.093, 0.061], [1.594, -1.192, 1.349], [1.519, 1.099, -3.183], [2.556, 0.609, -5.386], [4.544, -0.845, -5.504], [5.495, -1.815, -3.450], [4.472, -1.315, -1.261], [3.854, -0.710, 1.780], [5.505, 0.472, 3.149], [6.062, 2.824, 2.674], [4.950, 4.007, 0.816], [3.253, 2.825, -0.553], [1.751, -3.361, -2.152], [1.870, -3.508, -4.611], [0.335, -2.176, -6.000], [-1.303, -0.670, -4.945], [-1.424, -0.519, -2.465], [1.473, -3.895, 1.310], [0.680, -6.062, 2.136], [-1.561, -6.883, 1.523], [-3.026, -5.523, 0.074], [-2.231, -3.326, -0.755], [-4.324, 2.383, 5.416], [-3.805, 3.847, 4.378], [-4.462, 5.080, 4.402], [-4.076, 6.069, 3.655], [-3.072, 6.098, 2.799], [-2.447, 4.894, 2.799], [-2.710, 3.776, 3.495], [-0.149, 4.881, 0.962], [0.020, 6.006, 1.011], [-0.339, 3.749, 0.930], [-5.319, 5.258, 5.042], [-2.868, 6.990, 2.234], [-2.139, 2.866, 3.395], [-5.954, -0.648, 1.695], [-5.797, 0.794, 1.836], [-4.400, 1.158, 1.347], [-3.869, 2.239, 1.492], [-3.798, 0.175, 0.711], [-5.765, -1.131, 2.566], [-4.411, -0.614, 0.767], [-6.886, -0.906, 1.394], [-5.950, 1.189, 2.846], [-6.504, 1.314, 1.183]],
  "atomic_forces_ev_per_a": [[0.5188, -0.6408, -0.3313], [-0.9564, 0.9628, 0.1677], [0.9499, -1.3107, -0.1327], [-0.5202, 0.5613, -0.5254], [1.4656, -0.7925, 0.4974], [-0.9093, 0.7309, -0.1707], [-0.1216, 0.1882, 0.3295], [-0.0662, -0.0352, 0.2368], [0.1620, -0.0157, -0.0768], [-0.0712, 0.0487, 0.0613], [0.0654, -0.0190, -0.0325], [-0.1654, 0.0740, 0.0867], [-0.5998, -0.3842, -0.4724], [-0.0075, 0.0648, 0.0257], [0.0740, -0.1011, 0.0513], [0.0368, 0.0005, 0.0529], [-0.0225, 0.0515, -0.0870], [0.0294, 0.0927, 0.0623], [-0.2316, 0.0222, 0.4151], [-0.0593, 0.0302, 0.0458], [-0.0108, -0.0558, 0.0017], [-0.0779, 0.0407, 0.0874], [-0.0275, -0.0405, -0.1329], [0.1252, 0.0300, 0.1614], [0.2093, 0.7537, -0.2865], [0.0051, 0.0097, 0.0374], [0.0390, -0.1122, 0.0545], [0.0698, -0.0161, 0.0485], [-0.0890, 0.0143, -0.0717], [-0.0427, -0.0366, 0.0397], [0.0707, -0.0810, -0.0434], [0.0222, -0.0294, -0.0209], [-0.0897, 0.0346, -0.0622], [-0.0507, 0.0545, -0.1161], [0.0387, -0.0451, -0.1285], [0.1099, -0.0704, -0.0156], [0.0971, -0.0900, 0.0537], [-0.0516, -0.1118, 0.0397], [0.0637, -0.0287, 0.0518], [0.0461, 0.0392, 0.0403], [0.0387, 0.1066, -0.0252], [-0.0039, 0.1354, -0.0706], [0.1145, -0.0925, 0.0279], [0.0923, -0.0600, -0.0320], [0.0254, 0.0250, -0.1069], [-0.0801, 0.0556, -0.0570], [-0.0425, -0.0142, -0.0863], [0.0944, 0.0523, 0.0363], [0.0399, -0.0649, 0.0226], [-0.0257, -0.0818, 0.0306], [-0.0538, -0.0463, -0.0316], [-0.1359, -0.0227, -0.0682], [0.1149, 0.2675, -0.1884], [0.0418, 0.0831, -0.0363], [-0.3094, -0.5857, 0.5127], [0.4388, -0.5510, -0.1315], [1.2080, 1.5093, -1.7066], [-2.5881, -0.0130, 2.1725], [0.8798, -0.5062, -0.4680], [0.3322, 0.0675, -0.1809], [0.2015, 1.8505, 0.1019], [-0.3515, -1.6584, 0.2317], [-0.0278, -0.0394, 0.0403], [0.1434, 0.0655, -0.1082], [0.0558, -0.1878, -0.0136], [-0.2957, -0.1064, 0.2424], [0.0180, 0.0662, -0.0999], [-0.3050, -0.2394, 0.0476], [0.0386, 0.2105, 0.1755], [0.0962, -0.1350, -0.0546], [-0.0729, -0.0191, -0.0466], [0.0242, 0.2689, 0.0096], [0.0798, -0.0158, -0.0091], [0.0976, -0.0841, -0.1243], [0.0884, -0.0279, 0.0526]],
  "lowdin_charge": [1.12, -0.46, 0.72, -0.28, 0.74, -0.48, -0.29, -0.08, -0.07, -0.06, -0.06, -0.08, -0.27, -0.08, -0.07, -0.06, -0.06, -0.08, -0.29, -0.07, -0.06, -0.06, -0.06, -0.09, -0.27, -0.08, -0.06, -0.06, -0.06, -0.08, 0.07, 0.08, 0.11, 0.11, 0.11, 0.11, 0.11, 0.10, 0.11, 0.11, 0.11, 0.11, 0.12, 0.12, 0.12, 0.11, 0.07, 0.10, 0.11, 0.11, 0.11, 0.11, 0.90, -0.62, -0.09, 0.20, -0.06, 0.24, -0.05, -0.43, 0.27, 0.10, 0.15, 0.15, 0.14, 0.02, -0.13, -0.54, -0.02, 0.00, 0.11, 0.12, 0.11, 0.11, 0.15],
  "total_charge": 2,
  "energy_ev": -143273.5240,
  "de_lowest_kcal_mol": 73.89,
  "max_force_ev_per_a": 3.38,
  "spin_multiplicity": 1,
  "e_lumo_ev": [-9.411, -9.519],
  "gap_ev": [3.67, 3.56]
}